No. 1
Density functional theory data (ωB97M-V/def2-TZVPD) for a 3-piece molecular cluster, C4H11N2O overall in a non-equilibrium geometry.

CARTESIAN COORDINATES (ANGSTROEM)
1 C -0.723 -3.358 0.814
2 C -0.819 -2.139 0.421
3 C 0.089 2.035 -0.779
4 C -0.430 0.937 -1.516
5 N 0.854 1.252 1.935
6 N 0.313 -0.074 -1.916
7 O -1.011 -1.044 0.078
8 H -0.153 -4.201 0.338
9 H -1.548 -3.793 1.392
10 H -0.840 2.618 -0.649
11 H 0.415 1.754 0.233
12 H 1.060 2.532 -1.062
13 H -1.457 1.127 -1.830
14 H 0.212 1.108 2.761
15 H 1.728 1.816 2.125
16 H 1.016 0.247 1.638
17 H 1.298 0.114 -1.662
18 H -0.005 -0.933 -2.321

E_LUMO	-4.43	eV
charge	+1
HOMO level	-0.478	hartree


No. 2
Density functional theory data (ωB97M-V/def2-TZVPD) for one molecule with the formula C5H6O in a non-equilibrium geometry.

CARTESIAN COORDINATES (ANGSTROEM)
1 C -0.199 -1.011 -2.223
2 C 0.091 0.164 -1.475
3 C 0.315 0.626 -0.066
4 C 0.830 -0.598 0.988
5 C -1.115 0.833 0.547
6 O -1.031 0.953 1.882
7 H -0.491 -1.469 -3.051
8 H 0.854 1.644 -0.241
9 H 0.761 -0.152 2.059
10 H 0.020 -1.277 1.095
11 H 1.791 -1.025 0.705
12 H -1.827 1.311 -0.222

E_LUMO	-0.31	eV
HOMO level	-0.348	hartree
SMILES string	C#C[C@H](C)C=O


No. 3
Density functional theory data (ωB97M-V/def2-TZVPD) for one molecule with the formula C3H3NO2S in a non-equilibrium geometry.

CARTESIAN COORDINATES (ANGSTROEM)
1 C 0.052 0.124 -1.400
2 C -0.156 0.538 -3.718
3 C 0.107 -0.022 0.053
4 N 0.461 0.624 -2.418
5 O 0.195 1.276 -4.590
6 O -1.007 -0.419 -3.886
7 S -1.704 -1.383 -2.767
8 H 0.561 0.874 0.555
9 H 0.476 -0.876 0.557
10 H -0.997 -0.130 0.226

multiplicity	3
E_LUMO (alpha / beta)	0.27 / -2.70	eV
⟨S²⟩	2.011
HOMO level (alpha / beta)	-0.241 / -0.362	hartree


No. 4
Density functional theory data (ωB97M-V/def2-TZVPD) for a 2-piece molecular cluster, C28H33N5O2 overall in a non-equilibrium geometry.

CARTESIAN COORDINATES (ANGSTROEM)
1 N -3.345 -0.805 -1.885
2 C -3.889 -1.999 -2.312
3 N -5.248 -2.018 -2.173
4 C -5.597 -0.801 -1.635
5 C -6.991 -0.428 -1.335
6 O -7.959 -1.142 -1.511
7 C -4.383 -0.061 -1.459
8 H -3.300 -2.828 -2.711
9 H -7.062 0.610 -0.919
10 H -4.315 0.937 -1.046
11 C 4.224 -0.916 3.312
12 N 2.918 -1.167 2.733
13 C 2.140 -2.200 3.170
14 O 2.443 -3.008 4.041
15 C 0.830 -2.140 2.381
16 C -0.363 -1.773 3.267
17 C -0.654 -2.819 4.320
18 C -1.416 -3.948 3.996
19 C -1.609 -4.954 4.949
20 C -1.052 -4.820 6.227
21 C -0.329 -3.667 6.564
22 C -0.156 -2.657 5.618
23 N 1.099 -1.122 1.356
24 C 0.197 -0.838 0.393
25 C 0.367 0.116 -0.605
26 C -0.511 0.468 -1.627
27 C -0.187 1.500 -2.570
28 C -1.095 1.889 -3.593
29 C -0.796 2.881 -4.504
30 C 0.453 3.557 -4.450
31 N 0.774 4.559 -5.381
32 C 0.569 5.971 -5.098
33 C 1.534 4.272 -6.587
34 C 1.374 3.201 -3.441
35 C 1.060 2.203 -2.534
36 C 2.411 -0.456 1.557
37 C 2.270 1.035 1.890
38 C 3.368 -0.689 0.380
39 H 4.362 -1.571 4.175
40 H 5.025 -1.109 2.587
41 H 4.310 0.127 3.640
42 H 0.672 -3.117 1.891
43 H -0.146 -0.800 3.742
44 H -1.235 -1.646 2.613
45 H -1.849 -4.039 2.996
46 H -2.195 -5.841 4.692
47 H -1.179 -5.615 6.965
48 H 0.107 -3.554 7.560
49 H 0.397 -1.748 5.869
50 H -0.725 -1.427 0.428
51 H 1.309 0.658 -0.567
52 H -1.476 -0.039 -1.731
53 H -2.057 1.373 -3.643
54 H -1.502 3.173 -5.286
55 H 0.078 6.081 -4.122
56 H 1.530 6.508 -5.085
57 H -0.066 6.419 -5.876
58 H 1.719 3.191 -6.652
59 H 0.967 4.596 -7.472
60 H 2.497 4.806 -6.576
61 H 2.337 3.721 -3.387
62 H 1.815 1.974 -1.785
63 H 1.699 1.147 2.823
64 H 3.270 1.470 2.018
65 H 1.753 1.570 1.089
66 H 3.557 -1.768 0.293
67 H 2.942 -0.320 -0.554
68 H 4.311 -0.165 0.577

E_LUMO	-2.34	eV
HOMO level	-0.239	hartree


Record order is preserved below.
E: -9345.07076, -7323.04237, -19575.08294, -41114.08716 eV
Record order is preserved below.
Relative energy (zero: lowest compared OMol25 entry of this formula, charge and spin): 365.3, 602.3, 151.2, 0.0 kJ/mol